Record 1
Below is a structure of composition C26H25BN12S2V at a distorted geometry, with properties calculated with ωB97M-V/def2-TZVPD.

2S+1 ... 2
<S²> ... 0.7681
Energy relative to the best compared isomer or geometry (same formula, charge and spin) ... 0.00 kcal per mole
HOMO-LUMO gap (alpha / beta) ... 6.572 / 7.138 eV
Total charge ... +2
Highest occupied orbital energy (alpha / beta) ... -13.969 / -13.970 eV

Geometry as XYZ:
```
67
C26H25BN12S2V, DFT ωB97M-V/def2-TZVPD
V 0.345 -0.286 -0.313
C -0.705 2.365 2.826
C 0.253 1.644 2.137
N -0.302 0.999 1.100
N -1.633 1.327 1.101
C -1.883 2.142 2.135
B -2.346 1.266 -0.277
N -1.349 1.987 -1.223
C -1.410 3.206 -1.771
C -0.184 3.507 -2.331
C 0.603 2.400 -2.066
N -0.098 1.471 -1.392
N -2.444 -0.217 -0.793
C -3.544 -0.883 -1.142
C -3.169 -2.042 -1.810
C -1.790 -2.002 -1.828
N -1.346 -0.894 -1.210
N -3.708 1.867 -0.289
C -4.461 2.230 -1.370
C -5.744 2.421 -0.943
C -5.698 2.128 0.437
N -4.489 1.779 0.825
H -0.567 2.972 3.703
H 1.306 1.555 2.335
H -2.885 2.508 2.287
H -2.317 3.785 -1.712
H 0.099 4.405 -2.851
H 1.638 2.239 -2.307
H -4.519 -0.483 -0.913
H -3.814 -2.790 -2.238
H -1.108 -2.718 -2.256
H -4.034 2.305 -2.358
H -6.588 2.735 -1.531
H -6.500 2.161 1.158
S 4.777 -0.278 0.926
C 3.973 -0.552 2.432
C 4.576 -0.717 3.678
C 3.756 -0.905 4.766
C 2.366 -0.915 4.610
C 1.772 -0.751 3.377
C 2.587 -0.574 2.252
N 2.198 -0.375 0.905
C 3.269 -0.212 0.146
C 3.114 -0.102 -1.302
C 4.184 -0.035 -2.193
C 3.938 -0.094 -3.555
C 2.633 -0.229 -4.019
C 1.566 -0.255 -3.127
C 1.799 -0.172 -1.757
H 5.653 -0.693 3.782
H 4.188 -1.035 5.749
H 1.737 -1.046 5.481
H 0.699 -0.745 3.298
H 5.203 0.048 -1.835
H 4.760 -0.046 -4.254
H 2.447 -0.291 -5.083
H 0.553 -0.303 -3.510
N 1.099 -2.445 -0.783
N 0.576 -3.562 -0.116
C -0.194 -3.371 0.966
N -0.586 -4.446 1.639
S -0.679 -1.826 1.425
H 0.938 -2.542 -1.783
H 2.107 -2.429 -0.652
H 0.923 -4.474 -0.378
H -0.352 -5.385 1.356
H -1.187 -4.333 2.440
```

Record 2
Below is a cluster of 2 separate species, C26H25Br2N2 in total at a distorted geometry, with properties calculated with ωB97M-V/def2-TZVPD.

2S+1 ... 1
HOMO-LUMO gap ... 4.425 eV
Total charge ... +1
Highest occupied orbital energy ... -9.888 eV

Geometry as XYZ:
```
55
C26H25Br2N2, DFT ωB97M-V/def2-TZVPD
Br -6.566 1.182 2.119
C -4.928 0.259 2.152
C -4.906 -1.149 2.168
C -3.690 -1.823 2.209
C -2.455 -1.118 2.239
C -1.212 -1.824 2.291
C 0.018 -1.195 2.174
C 1.253 -1.821 2.218
C 2.494 -1.110 2.178
C 3.730 -1.814 2.156
C 4.946 -1.140 2.142
C 4.967 0.269 2.145
Br 6.605 1.192 2.145
C 3.762 0.992 2.150
C 2.547 0.315 2.166
C -2.509 0.306 2.201
C -3.723 0.983 2.160
H -5.839 -1.706 2.152
H -3.656 -2.914 2.222
H -1.233 -2.910 2.373
H 0.012 -0.122 2.004
H 1.278 -2.909 2.279
H 3.698 -2.905 2.152
H 5.880 -1.696 2.132
H 3.769 2.079 2.147
H 1.626 0.899 2.178
H -1.588 0.889 2.216
H -3.730 2.069 2.139
C -2.044 -5.745 9.088
C -2.496 -5.353 7.682
C -1.909 -4.056 7.238
C -1.359 -3.148 8.171
N -1.375 -3.430 9.514
C -2.132 -4.553 10.027
C -1.049 -2.412 10.490
C 0.087 -1.530 9.999
C -0.254 -0.923 8.639
C -0.829 -1.925 7.697
C -0.879 -1.676 6.314
N -1.399 -2.539 5.447
C -1.904 -3.689 5.882
H -2.676 -6.550 9.470
H -1.008 -6.104 9.049
H -2.214 -6.140 6.973
H -3.596 -5.290 7.665
H -3.197 -4.285 10.167
H -1.726 -4.809 11.014
H -1.928 -1.776 10.710
H -0.770 -2.919 11.423
H 0.263 -0.735 10.727
H 1.002 -2.129 9.911
H -0.968 -0.096 8.786
H 0.648 -0.486 8.196
H -0.480 -0.743 5.905
H -2.323 -4.360 5.126
```

Record 3
Below is a structure of composition C26H25CaCl4N5O5S, with properties calculated with ωB97M-V/def2-TZVPD.

2S+1 ... 1
HOMO-LUMO gap ... 7.093 eV
Total charge ... 0
Highest occupied orbital energy ... -7.483 eV

Geometry as XYZ:
```
67
C26H25CaCl4N5O5S, DFT ωB97M-V/def2-TZVPD
Ca 0.247 -0.418 -0.485
C 3.613 2.653 0.733
C 3.024 3.540 1.618
C 1.680 3.400 1.918
C 0.958 2.369 1.329
N 1.544 1.487 0.515
C 2.828 1.641 0.208
C -0.506 2.191 1.567
C -1.287 3.198 2.122
C -2.637 2.964 2.308
C -3.167 1.736 1.962
C -2.322 0.779 1.411
N -1.031 1.023 1.200
C -2.800 -0.584 1.033
C -3.982 -1.105 1.544
C -4.356 -2.392 1.199
C -3.540 -3.126 0.355
C -2.380 -2.529 -0.113
N -2.018 -1.291 0.210
H 4.653 2.739 0.450
H 3.600 4.340 2.065
H 1.208 4.086 2.606
H 3.238 0.928 -0.499
H -0.860 4.156 2.373
H -3.273 3.739 2.715
H -4.221 1.537 2.089
H -4.589 -0.528 2.225
H -5.270 -2.819 1.593
H -3.786 -4.136 0.063
H -1.714 -3.064 -0.779
O -0.210 1.975 -3.848
Cl 0.225 1.887 -2.499
O 0.700 3.143 -2.010
O -0.878 1.418 -1.642
O 1.276 0.872 -2.367
Cl 1.139 -6.212 -5.412
C 1.216 -5.033 -4.133
C 0.296 -4.000 -4.095
C 0.373 -3.083 -3.067
Cl -0.759 -1.754 -3.047
C 1.332 -3.124 -2.023
O 1.352 -2.267 -1.062
C 2.251 -4.190 -2.154
Cl 3.540 -4.315 -0.989
C 2.202 -5.127 -3.170
H -0.463 -3.903 -4.858
H 2.937 -5.919 -3.208
C 3.136 -4.466 2.607
N 2.085 -3.608 2.083
C 0.965 -4.307 1.473
C 2.011 -2.299 2.368
S 0.534 -1.467 2.392
N 3.181 -1.672 2.669
C 3.169 -0.389 3.351
C 4.383 -1.928 1.883
H 2.669 -5.336 3.071
H 3.707 -3.938 3.365
H 3.806 -4.817 1.820
H 1.355 -5.197 0.979
H 0.501 -3.667 0.730
H 0.226 -4.597 2.225
H 2.406 -0.384 4.124
H 2.968 0.437 2.663
H 4.149 -0.244 3.806
H 4.166 -2.629 1.082
H 5.201 -2.311 2.498
H 4.706 -0.989 1.425
```

no.,electronic energy (eV)
1,-93273.6157
2,-170426.4206
3,-124418.2781